{
  "formula": "C39H103B3F12N6O13",
  "method": "the ωB97M-V functional and the def2-TZVPD basis",
  "charge": 3,
  "spin_multiplicity": 2,
  "homo_lumo_gap_ha": [0.2915, 0.1629],
  "lumo_energy_ev": [-6.69, -10.19],
  "largest_force_ha_per_bohr": 0.0716,
  "energy_ha": -4126.705310,
  "symbols": ["C", "C", "C", "O", "H", "H", "H", "H", "H", "H", "H", "C", "O", "C", "C", "N", "H", "H", "C", "C", "O", "C", "H", "H", "H", "H", "H", "H", "H", "H", "H", "H", "H", "H", "H", "H", "C", "O", "C", "C", "N", "H", "H", "C", "C", "O", "C", "H", "H", "H", "H", "H", "H", "H", "H", "H", "H", "H", "H", "H", "H", "C", "O", "C", "C", "N", "H", "H", "C", "C", "O", "C", "H", "H", "H", "H", "H", "H", "H", "H", "H", "H", "H", "H", "H", "H", "C", "O", "C", "C", "N", "H", "H", "C", "C", "O", "C", "H", "H", "H", "H", "H", "H", "H", "H", "H", "H", "H", "H", "H", "H", "C", "O", "C", "C", "N", "H", "H", "C", "C", "O", "C", "H", "H", "H", "H", "H", "H", "H", "H", "H", "H", "H", "H", "H", "H", "C", "O", "C", "C", "N", "H", "H", "C", "C", "O", "C", "H", "H", "H", "H", "H", "H", "H", "H", "H", "H", "H", "H", "H", "H", "B", "F", "F", "F", "F", "B", "F", "F", "F", "F", "B", "F", "F", "F", "F"],
  "coordinates": [[-28.8237, 13.1366, 21.6258], [-27.3953, 12.6423, 21.4917], [-27.4192, 11.0949, 21.7049], [-26.8259, 12.9321, 20.2443], [-29.1944, 13.0320, 22.6454], [-29.5131, 12.5458, 21.0226], [-28.9445, 14.1780, 21.3274], [-26.7633, 13.0309, 22.2902], [-26.4497, 10.6255, 21.5382], [-28.0040, 10.6676, 20.8903], [-27.8066, 10.7563, 22.6659], [-29.3132, 16.6592, 15.2311], [-29.1292, 15.5682, 16.0403], [-30.1679, 15.4688, 17.0064], [-29.6388, 14.5726, 18.1531], [-28.1847, 14.9748, 18.4765], [-27.6758, 14.2853, 19.0111], [-27.7776, 15.0030, 17.5526], [-27.8938, 16.3151, 19.0701], [-26.9952, 17.1440, 18.1680], [-25.7459, 16.5514, 17.7706], [-24.8011, 17.4057, 17.0940], [-30.3490, 16.7556, 14.9056], [-28.6752, 16.6435, 14.3474], [-29.1024, 17.6305, 15.6787], [-31.0453, 15.0333, 16.5283], [-30.3493, 16.4796, 17.3717], [-29.8141, 13.5020, 18.0464], [-30.2128, 14.7488, 19.0628], [-27.5583, 16.1575, 20.0951], [-28.8467, 16.8296, 19.1941], [-26.7550, 17.9994, 18.7994], [-27.5280, 17.6017, 17.3344], [-24.0348, 16.7921, 16.6203], [-24.3349, 17.9835, 17.8920], [-25.2658, 18.0469, 16.3450], [-35.1183, 6.8525, 18.2929], [-33.7902, 7.3970, 18.6865], [-32.9422, 6.3469, 18.8632], [-31.5738, 6.9728, 19.2631], [-31.8336, 8.2296, 20.2024], [-32.2340, 9.0069, 19.6968], [-32.5207, 7.9647, 20.8936], [-30.5931, 8.6491, 20.8809], [-30.9511, 9.8230, 21.8121], [-31.9234, 9.4166, 22.7549], [-32.1450, 10.3466, 23.8013], [-35.7416, 6.6895, 19.1721], [-35.1156, 5.9285, 17.7147], [-35.7501, 7.5929, 17.8022], [-32.8579, 5.9092, 17.8685], [-33.2209, 5.6870, 19.6848], [-31.0548, 7.3974, 18.4038], [-30.9339, 6.2439, 19.7605], [-30.0313, 8.8884, 19.9780], [-30.0904, 7.8223, 21.3827], [-31.3149, 10.7276, 21.3249], [-29.9610, 10.0259, 22.2202], [-31.2543, 10.8243, 24.2093], [-32.8712, 9.9966, 24.5349], [-32.7196, 11.1997, 23.4404], [-28.0280, 7.6495, 23.4898], [-27.8023, 7.8938, 24.9172], [-27.8536, 9.2512, 25.3532], [-27.6778, 9.2381, 26.9119], [-28.8122, 8.4067, 27.6385], [-29.6438, 8.7830, 27.2061], [-28.6896, 7.4474, 27.3473], [-28.6927, 8.4896, 29.2111], [-29.9408, 7.9953, 29.8523], [-30.4259, 6.7594, 29.2785], [-31.6140, 6.2646, 30.0432], [-27.5171, 8.4424, 22.9436], [-29.0833, 7.7011, 23.2217], [-27.6967, 6.6840, 23.1075], [-28.8530, 9.6439, 25.1658], [-27.0707, 9.7623, 24.7930], [-27.7314, 10.2672, 27.2669], [-26.7316, 8.7915, 27.2174], [-28.3485, 9.4990, 29.4365], [-27.8081, 7.8892, 29.4237], [-30.7343, 8.7262, 29.6970], [-29.7500, 7.9295, 30.9235], [-31.5888, 6.4750, 31.1124], [-31.6133, 5.1847, 29.8951], [-32.4782, 6.8523, 29.7334], [-21.0770, 11.7729, 17.5339], [-22.0723, 12.3712, 18.3278], [-22.1005, 13.7823, 18.3204], [-23.5077, 14.1564, 18.6161], [-23.9289, 13.7105, 20.0381], [-24.9187, 13.7230, 20.2383], [-23.7705, 12.7177, 20.1352], [-23.2227, 14.3830, 21.2816], [-23.5573, 13.6394, 22.5610], [-23.5901, 12.2649, 22.2765], [-24.0587, 11.4767, 23.4862], [-21.1298, 10.6842, 17.5336], [-20.0831, 11.9427, 17.9481], [-21.0168, 12.2258, 16.5443], [-21.9392, 14.0915, 17.2877], [-21.4461, 14.2555, 19.0524], [-24.1732, 13.7180, 17.8725], [-23.7520, 15.2015, 18.4259], [-23.5974, 15.3847, 21.0712], [-22.1380, 14.3844, 21.1751], [-24.6052, 13.8180, 22.8021], [-22.8960, 13.8649, 23.3976], [-23.1441, 11.3182, 24.0577], [-24.3629, 10.4758, 23.1804], [-24.7761, 11.9321, 24.1689], [-30.5337, 14.2297, 25.5704], [-30.2385, 14.7909, 24.2980], [-29.9528, 16.1723, 24.4137], [-28.4405, 16.5162, 24.0780], [-27.4253, 16.0926, 25.1535], [-26.5419, 16.4937, 24.8726], [-27.5950, 16.4248, 26.0920], [-26.9660, 14.5927, 25.1604], [-25.7183, 14.3738, 26.0456], [-24.7080, 15.3442, 25.9383], [-23.5346, 15.1740, 26.7294], [-30.5936, 13.1453, 25.4781], [-31.4689, 14.6641, 25.9238], [-29.8117, 14.4562, 26.3550], [-30.2912, 16.6785, 25.3177], [-30.5558, 16.6362, 23.6331], [-28.2693, 17.5912, 24.1354], [-28.0378, 16.0906, 23.1588], [-26.7493, 14.5842, 24.0922], [-27.8734, 14.0072, 25.3083], [-25.1027, 13.5393, 25.7098], [-26.0605, 14.3050, 27.0782], [-23.0062, 14.2469, 26.5071], [-23.8985, 15.2482, 27.7542], [-22.7542, 15.9327, 26.6704], [-22.5941, 9.6360, 20.1707], [-23.6278, 10.1209, 19.3364], [-24.2699, 9.2182, 18.5577], [-25.3690, 9.9124, 17.7374], [-26.4320, 10.5935, 18.5530], [-26.5264, 10.0530, 19.4009], [-26.1297, 11.5005, 18.8787], [-27.7545, 10.8689, 17.7667], [-27.5674, 11.6937, 16.5439], [-26.7322, 12.8138, 16.9119], [-26.2025, 13.5205, 15.8091], [-22.4219, 10.3644, 20.9631], [-21.6484, 9.3902, 19.6876], [-22.9156, 8.7613, 20.7361], [-24.6283, 8.3378, 19.0912], [-23.4614, 8.9799, 17.8666], [-25.8143, 9.2922, 16.9596], [-24.9537, 10.7834, 17.2303], [-28.4911, 11.3212, 18.4308], [-28.2672, 9.9542, 17.4689], [-28.5600, 11.9354, 16.1640], [-27.2382, 11.0896, 15.6984], [-26.9370, 14.1143, 15.2651], [-25.8824, 12.7416, 15.1170], [-25.3193, 14.1318, 15.9947], [-31.4282, 17.1181, 20.8330], [-32.0676, 17.0938, 19.5969], [-30.9765, 15.9311, 21.3065], [-30.2604, 17.8897, 20.6757], [-32.2164, 17.7656, 21.8067], [-27.5705, 7.2813, 19.5863], [-28.0520, 6.4243, 20.4887], [-26.4185, 6.7801, 19.0011], [-28.5464, 7.5569, 18.6563], [-27.1926, 8.4204, 20.2746], [-31.9861, 11.2440, 18.4670], [-31.4529, 12.0674, 19.4153], [-31.0754, 10.2759, 18.1426], [-33.1783, 10.7147, 18.9402], [-32.3093, 12.0465, 17.3262]]
}